Record 1
This record from OMol25 describes C4H6ClNS in the gas phase at a distorted geometry. The level of theory is the ωB97M-V functional and the def2-TZVPD basis.

The energy above the lowest of the compared OMol25 structures with the same formula, charge and spin comes out at 14.1 kcal/mol. The HOMO-LUMO gap comes out at 9.881 eV. Its spin multiplicity is 1. As for the lowest unoccupied orbital energy: 0.7 eV. Its structure (SMILES) is [H]/N=C1\SCC[C@H]1Cl.

Last column: Löwdin charge in e.
Positions of all 13 atoms, in Å:
H1 1.2370 0.8676 2.9503  0.0755
N1 1.4804 0.3213 2.0817  0.0722
C1 0.6246 0.2781 1.1721  -0.7767
S1 -0.9614 0.8613 1.1898  0.9685
C2 -1.3589 0.3178 -0.5163  -0.4531
C3 -0.4048 -0.7101 -0.8439  -0.3793
C4 0.8765 -0.3624 -0.2888  -0.5772
Cl1 1.5715 0.9711 -1.4188  0.5645
H2 -1.3884 1.2119 -1.0224  0.0400
H3 -2.4037 -0.0153 -0.5108  0.0919
H4 -0.6299 -1.8573 -0.5691  0.1873
H5 -0.2257 -0.6935 -1.8785  0.0794
H6 1.5828 -1.1904 -0.3454  0.1072

Atoms 1-2, force components in eV/Å:
-0.1 -0.9 -1.3
0.9 0.5 1.1

Record 2
This record from OMol25 describes a molecular structure, C15H40O17S5V at a distorted geometry. The level of theory is the ωB97M-V functional and the def2-TZVPD basis.

The HOMO-LUMO gap (spin up / spin down) comes out at 5.825 / 7.736 eV. Its spin multiplicity is 2. As for the lowest unoccupied orbital energy (spin up / spin down): 0.1 / 0.1 eV.

Last column: Löwdin spin population.
Positions of all 78 atoms, in Å:
O1 19.2627 -23.4668 -1.4508  -0.0021
V1 19.2405 -24.0893 -0.0028  0.9193
O2 20.7374 -24.0116 0.6137  0.0044
O3 23.7134 -21.5257 -2.8805  0.0000
S1 22.9004 -21.9945 -1.7616  0.0001
O4 22.5332 -23.4299 -1.7140  0.0000
O5 23.6503 -21.5548 -0.3368  0.0001
C1 24.2466 -20.2611 -0.1971  0.0000
C2 25.1387 -20.1930 1.0172  0.0000
C3 21.4054 -20.9974 -1.6166  0.0000
H1 23.4968 -19.4847 -0.3491  0.0000
H2 24.8469 -20.1178 -1.0956  0.0000
H3 25.6580 -19.2496 1.1852  0.0000
H4 25.8740 -20.9926 0.9275  0.0000
H5 24.5981 -20.4080 1.9390  0.0000
H6 20.7923 -21.5140 -2.3550  0.0000
H7 21.6111 -19.9613 -1.8855  0.0000
H8 20.8843 -21.0652 -0.6616  0.0000
O6 20.6065 -26.0296 -1.7843  0.0029
S2 21.5940 -27.1131 -1.7405  0.0011
O7 21.1942 -28.5146 -1.4713  0.0002
O8 22.5674 -27.1591 -3.0856  0.0002
C4 23.7185 -27.9873 -3.0286  0.0001
C5 24.2766 -28.2556 -4.4088  0.0000
C6 22.7646 -26.5722 -0.4154  0.0007
H9 23.4730 -28.8880 -2.4659  0.0000
H10 24.4289 -27.4772 -2.3780  0.0000
H11 25.1525 -28.8852 -4.2524  0.0000
H12 24.4908 -27.3376 -4.9559  0.0000
H13 23.5767 -28.9102 -4.9281  0.0000
H14 23.1709 -25.6488 -0.8281  0.0000
H15 23.5388 -27.3205 -0.2456  0.0001
H16 22.2778 -26.4790 0.5554  0.0005
O9 18.8100 -22.0240 0.8263  0.0048
S3 18.4748 -20.5922 0.8545  0.0018
O10 19.5501 -19.5844 0.9668  0.0005
O11 17.5846 -20.3836 -0.5076  0.0011
C7 17.5936 -19.0582 -1.0222  0.0000
C8 17.5401 -19.1762 -2.5367  0.0001
C9 17.1416 -20.1781 2.1320  0.0002
H17 18.4023 -18.4103 -0.6839  0.0000
H18 16.7158 -18.4857 -0.7225  0.0000
H19 16.7394 -19.8085 -2.9203  0.0000
H20 18.5011 -19.4888 -2.9451  0.0000
H21 17.3695 -18.1642 -2.9041  0.0000
H22 16.2678 -20.6546 1.6877  0.0000
H23 17.1149 -19.0994 2.2862  0.0001
H24 17.2991 -20.7931 3.0180  0.0000
O12 16.0446 -23.1545 2.4990  0.0003
S4 16.7339 -24.4111 2.5466  0.0058
O13 17.9770 -24.5336 1.8442  0.0159
O14 16.7352 -25.0155 4.1035  0.0017
C10 15.5425 -24.8932 4.8054  0.0004
C11 15.8036 -24.0819 6.0170  0.0001
C12 15.6065 -25.7237 1.8286  0.0009
H25 15.2748 -25.9026 5.1178  0.0000
H26 14.7892 -24.4149 4.1795  0.0000
H27 16.2505 -23.1695 5.6223  0.0000
H28 16.4250 -24.5806 6.7608  0.0000
H29 14.8768 -23.8144 6.5244  0.0000
H30 14.6389 -25.7299 2.3304  0.0001
H31 16.0626 -26.7042 1.9658  0.0000
H32 15.4235 -25.5086 0.7758  0.0000
O15 18.0048 -25.9462 -0.7221  0.0237
S5 17.2547 -27.1000 -1.2362  0.0067
O16 15.8120 -27.0906 -1.5690  0.0054
O17 18.0920 -27.6937 -2.5376  0.0012
C13 17.9685 -27.0476 -3.7638  0.0002
C14 16.5444 -27.5907 -4.2979  0.0001
C15 17.6803 -28.6397 -0.3414  0.0012
H33 18.8538 -27.3487 -4.3238  0.0000
H34 18.0040 -25.9610 -3.6849  0.0002
H35 15.7384 -26.9180 -4.0046  0.0000
H36 16.3100 -28.6306 -4.0700  0.0000
H37 16.5222 -27.6112 -5.3875  0.0000
H38 18.7671 -28.5987 -0.2679  0.0000
H39 17.3370 -29.4791 -0.9460  0.0001
H40 17.2358 -28.5940 0.6528  0.0000

Atoms 1-2, force components in eV/Å:
-0.9 0.7 -2.3
1.5 0.6 0.9

Record 3
This record from OMol25 describes 2 unconnected molecules or ions with the total composition C4H6O2 at a distorted geometry. The level of theory is the ωB97M-V functional and the def2-TZVPD basis.

The energy above the lowest of the compared OMol25 structures with the same formula, charge and spin comes out at 60.9 kcal/mol. The HOMO-LUMO gap comes out at 11.208 eV. Its spin multiplicity is 1. As for the lowest unoccupied orbital energy: 0.9 eV. Its structure (SMILES) is CC(=O)O.C#C.

Last column: Löwdin charge in e.
Positions of all 12 atoms, in Å:
C1 -2.2605 0.1380 0.1495  0.0087
C2 -0.9114 -0.3759 -0.2532  -0.5019
O1 -0.6068 -1.5074 -0.4762  0.0937
O2 0.0533 0.6987 -0.3009  -0.0209
H1 -2.5607 -0.3315 1.0848  0.0914
H2 -2.2470 1.2170 0.2620  0.0805
H3 -2.9761 -0.1424 -0.6214  0.0923
H4 0.8507 0.5254 -0.8381  0.0538
C3 2.1953 -0.4418 0.3039  -0.0019
C4 3.0207 0.4055 0.0284  0.0341
H5 1.6963 -1.3543 0.5393  0.0470
H6 3.7461 1.1688 0.1220  0.0233

Atoms 1-2, force components in eV/Å:
0.1 0.1 0.0
2.1 1.9 -0.2

> Which of these has the highest spin multiplicity?

C15H40O17S5V

> The highest spin multiplicity belongs to which entry?

C15H40O17S5V

> What is the spin multiplicity in the first record?

1